ORCA calculation (wB97M-V/def2-TZVPD) on 9 unconnected molecules or ions with the total composition C32H84F6N7O13 in a non-equilibrium geometry.

Last column: Löwdin charge in e.
Atoms and positions in Å:
C 15.695 0.562 0.467  -0.025
C 17.148 0.278 0.504  -0.306
C 17.841 0.428 1.860  -0.202
O 19.250 0.187 1.829  -0.156
C 19.687 -0.090 3.138  -0.100
N 17.378 -1.179 0.017  0.246
H 18.298 -1.391 -0.343  0.160
H 17.244 -1.769 0.825  0.168
H 16.765 -1.439 -0.742  0.160
H 15.157 -0.051 1.190  0.108
H 15.260 0.382 -0.516  0.098
H 15.695 1.628 0.694  0.114
H 17.769 0.918 -0.123  0.158
H 17.206 -0.073 2.589  0.136
H 17.722 1.432 2.268  0.149
H 20.082 0.794 3.638  0.101
H 20.510 -0.801 3.068  0.089
H 18.957 -0.580 3.783  0.097
C 26.762 -6.518 -1.460  -0.019
C 26.086 -5.875 -0.191  -0.251
C 25.341 -6.959 0.623  -0.231
O 24.836 -6.645 1.892  -0.168
C 23.509 -6.051 1.802  -0.051
N 27.240 -5.299 0.697  0.244
H 27.638 -5.984 1.323  0.167
H 28.026 -4.911 0.195  0.168
H 26.871 -4.660 1.387  0.166
H 27.553 -7.160 -1.071  0.091
H 27.217 -5.715 -2.040  0.089
H 26.111 -7.116 -2.097  0.097
H 25.425 -5.053 -0.465  0.142
H 26.031 -7.796 0.729  0.140
H 24.564 -7.351 -0.033  0.135
H 23.500 -5.281 1.030  0.087
H 23.219 -5.772 2.815  0.099
H 22.760 -6.829 1.661  0.093
C 17.413 -17.705 2.256  -0.025
C 17.574 -16.278 2.788  -0.274
C 17.203 -15.080 1.900  -0.166
O 17.493 -13.879 2.635  -0.183
C 17.390 -12.765 1.814  -0.113
N 16.746 -16.167 4.071  0.244
H 17.161 -16.511 4.925  0.175
H 16.765 -15.166 4.200  0.146
H 15.800 -16.522 4.061  0.177
H 16.422 -18.073 1.992  0.095
H 17.837 -18.418 2.963  0.095
H 17.964 -17.644 1.317  0.093
H 18.590 -16.124 3.152  0.158
H 16.162 -15.069 1.579  0.139
H 17.697 -15.099 0.928  0.137
H 16.467 -12.830 1.238  0.092
H 18.194 -12.594 1.098  0.093
H 17.252 -11.903 2.467  0.105
C 19.218 -8.964 9.842  -0.001
C 18.977 -8.106 8.536  -0.250
C 20.019 -7.054 8.374  -0.228
O 20.044 -6.222 9.514  -0.162
C 21.038 -5.217 9.618  -0.074
N 18.981 -9.049 7.327  0.235
H 18.321 -9.814 7.317  0.175
H 18.965 -8.495 6.483  0.164
H 19.828 -9.597 7.280  0.157
H 20.223 -9.387 9.827  0.083
H 18.472 -9.741 10.013  0.094
H 19.316 -8.392 10.765  0.096
H 17.962 -7.709 8.495  0.168
H 19.892 -6.402 7.509  0.130
H 20.996 -7.478 8.145  0.129
H 22.045 -5.611 9.757  0.089
H 20.811 -4.529 10.432  0.103
H 21.054 -4.616 8.709  0.082
C 10.614 -4.199 5.790  -0.031
C 10.567 -4.791 7.231  -0.234
C 9.279 -5.459 7.680  -0.126
O 9.010 -6.434 6.647  -0.227
C 8.038 -7.446 6.865  -0.087
N 11.762 -5.812 7.295  0.241
H 11.319 -6.659 6.967  0.148
H 12.588 -5.578 6.764  0.163
H 12.077 -5.935 8.247  0.166
H 11.533 -3.645 5.595  0.079
H 9.789 -3.543 5.513  0.091
H 10.704 -4.905 4.965  0.084
H 11.014 -4.158 7.997  0.153
H 8.490 -4.727 7.508  0.144
H 9.346 -6.013 8.617  0.146
H 7.852 -8.010 5.952  0.093
H 7.074 -6.996 7.105  0.088
H 8.214 -8.139 7.688  0.093
C 19.136 -7.402 -3.299  -0.019
C 19.106 -7.688 -4.821  -0.281
C 17.999 -8.551 -5.412  -0.165
O 18.262 -8.652 -6.838  -0.185
C 17.454 -9.554 -7.480  -0.113
N 19.264 -6.332 -5.532  0.245
H 19.525 -6.329 -6.507  0.172
H 18.348 -5.921 -5.432  0.167
H 19.867 -5.715 -5.006  0.159
H 20.090 -6.997 -2.960  0.087
H 18.927 -8.338 -2.779  0.098
H 18.316 -6.751 -2.998  0.093
H 19.958 -8.298 -5.121  0.155
H 16.962 -8.267 -5.231  0.140
H 17.999 -9.498 -4.872  0.139
H 17.260 -10.478 -6.936  0.104
H 18.009 -9.788 -8.388  0.104
H 16.573 -9.031 -7.851  0.102
N 16.514 -5.637 3.268  -0.718
O 16.305 -6.197 4.334  -0.073
O 15.838 -4.650 2.988  -0.096
O 17.445 -6.037 2.592  -0.105
C 14.646 -4.223 11.898  -0.490
O 15.119 -3.999 10.592  -0.124
O 13.341 -4.783 11.824  -0.307
C 15.698 -5.172 12.620  -0.632
F 15.640 -5.326 13.937  0.128
F 15.805 -6.396 12.184  0.151
F 16.919 -4.666 12.524  0.102
C 15.797 -2.708 10.325  -0.222
C 15.977 -2.509 8.797  -0.105
H 16.441 -3.248 8.143  0.058
H 14.957 -2.385 8.436  0.056
H 16.414 -1.521 8.653  0.060
H 16.778 -2.642 10.796  0.103
H 15.113 -1.881 10.512  0.111
H 14.513 -3.314 12.485  0.129
C 13.544 -12.309 7.291  -0.460
O 13.300 -11.277 6.359  -0.139
O 14.949 -12.665 7.166  -0.347
C 12.832 -11.616 8.526  -0.584
F 12.612 -12.432 9.567  0.122
F 13.674 -10.645 9.043  0.072
F 11.712 -11.009 8.283  0.162
C 12.766 -11.665 5.018  -0.269
C 12.277 -10.545 4.264  -0.119
H 12.140 -10.967 3.269  0.078
H 11.308 -10.214 4.637  0.076
H 12.939 -9.679 4.262  0.082
H 11.910 -12.323 5.162  0.120
H 13.567 -12.121 4.436  0.103
H 12.913 -13.186 7.151  0.121

## Properties
charge = +3
maximum force = 5.26 eV Å⁻¹
HOMO energy = -8.051 eV
Kohn-Sham gap = 1.41 eV


ORCA calculation (wB97M-V/def2-TZVPD) on 14 unconnected molecules or ions with the total composition C32H84F6O16 in a non-equilibrium geometry.

Last column: Mulliken spin population.
Atoms and positions in Å:
C -1.965 0.168 -0.855  -0.004
O -0.619 0.545 -0.478  0.003
O -2.429 1.359 -1.407  0.000
C -1.949 -1.225 -1.707  0.001
F -3.162 -1.799 -1.794  -0.004
F -1.477 -1.123 -2.972  -0.026
F -1.237 -2.178 -1.174  -0.039
C -0.108 -0.053 0.755  -0.005
C 1.393 -0.056 0.956  -0.040
H 1.735 0.977 0.899  0.006
H 1.597 -0.458 1.948  0.007
H 1.800 -0.576 0.088  -0.013
H -0.440 -1.088 0.839  0.022
H -0.482 0.568 1.570  -0.013
H -2.499 -0.075 0.063  0.000
C 0.221 3.194 3.654  -0.005
O -0.805 2.261 3.487  -0.006
O 0.613 3.528 2.371  -0.001
C -0.172 4.276 4.776  0.000
F 0.777 5.207 4.974  0.000
F -1.290 5.006 4.491  0.000
F -0.475 3.847 6.044  0.000
C -1.045 1.243 4.464  -0.004
C -2.211 0.387 4.062  -0.004
H -2.500 -0.371 4.790  0.005
H -2.983 1.099 3.773  0.002
H -2.097 -0.231 3.171  -0.002
H -1.237 1.489 5.508  0.000
H -0.184 0.575 4.481  0.001
H 1.026 2.650 4.149  0.000
C -0.423 -2.716 -5.670  0.038
C 0.879 -3.395 -5.577  0.034
O 1.299 -3.725 -6.864  -0.058
H -1.193 -3.457 -5.888  0.008
H -0.406 -1.876 -6.364  -0.001
H -0.803 -2.202 -4.787  -0.024
H 0.993 -4.251 -4.912  -0.028
H 1.606 -2.651 -5.251  0.065
H 2.210 -4.027 -6.895  0.010
C 5.961 3.291 2.740  0.007
C 4.451 3.262 3.187  0.004
O 3.560 2.941 2.153  0.000
H 6.329 2.267 2.690  -0.003
H 6.616 3.781 3.461  -0.001
H 6.088 3.857 1.817  0.001
H 4.220 4.247 3.592  0.000
H 4.358 2.554 4.010  0.002
H 2.661 3.049 2.471  0.000
C -2.594 5.127 -4.861  0.000
C -1.365 4.249 -4.575  0.000
O -1.620 3.860 -3.268  0.000
H -2.783 5.813 -4.035  0.000
H -3.551 4.613 -4.950  0.000
H -2.531 5.633 -5.824  0.000
H -0.503 4.904 -4.701  0.000
H -1.406 3.498 -5.364  0.000
H -2.348 3.241 -3.364  0.000
C -4.380 3.521 2.477  0.000
C -3.658 2.574 1.455  0.000
O -2.311 3.000 1.386  0.000
H -3.782 3.683 3.374  0.000
H -5.329 3.147 2.860  0.000
H -4.700 4.471 2.049  0.000
H -4.026 2.441 0.437  0.000
H -3.642 1.564 1.866  0.000
H -1.842 2.844 2.210  0.000
C -4.982 -3.277 0.043  0.004
C -4.112 -4.442 -0.445  0.085
O -4.746 -5.702 -0.596  -0.030
H -5.636 -3.060 -0.801  0.000
H -4.327 -2.426 0.235  -0.002
H -5.573 -3.416 0.948  -0.001
H -3.467 -4.648 0.409  -0.011
H -3.750 -4.276 -1.460  0.005
H -4.463 -6.186 0.183  0.001
C 1.619 -1.811 5.917  -0.049
C 2.230 -2.689 4.780  0.436
O 1.641 -2.359 3.525  0.483
H 2.193 -1.819 6.843  0.005
H 0.639 -2.169 6.231  -0.006
H 1.235 -0.837 5.614  -0.011
H 1.858 -3.706 4.908  -0.028
H 3.314 -2.787 4.829  -0.008
H 1.473 -3.130 2.978  0.313
C -5.154 0.308 -4.530  0.000
C -4.421 1.684 -4.491  0.000
O -4.569 2.224 -3.236  0.000
H -6.200 0.305 -4.222  0.000
H -4.532 -0.344 -3.917  0.000
H -5.223 -0.064 -5.552  0.000
H -4.874 2.259 -5.299  0.000
H -3.369 1.474 -4.682  0.000
H -4.124 1.665 -2.595  0.000
C 0.751 -4.361 -0.018  -0.118
C 2.013 -4.140 0.858  0.461
O 1.817 -4.708 2.114  -2.985
H 0.983 -4.104 -1.051  -0.118
H -0.167 -3.872 0.307  0.181
H 0.491 -5.420 0.004  0.066
H 2.377 -3.115 0.920  0.285
H 2.838 -4.600 0.313  0.052
H 2.204 -5.575 1.977  1.762
C 5.060 3.119 -1.245  -0.004
C 4.051 4.065 -0.657  0.004
O 2.814 3.333 -0.387  0.001
H 6.004 3.631 -1.056  0.002
H 4.881 3.009 -2.314  -0.002
H 5.112 2.232 -0.613  0.002
H 3.841 4.830 -1.405  0.001
H 4.385 4.488 0.290  -0.001
H 2.983 3.042 0.513  0.000
C 2.044 -0.035 -3.451  0.008
C 1.027 1.071 -3.819  -0.013
O 1.260 2.149 -2.945  -0.001
H 3.042 0.387 -3.336  -0.007
H 2.088 -0.782 -4.244  0.011
H 1.747 -0.573 -2.550  0.039
H -0.021 0.803 -3.687  0.001
H 1.166 1.361 -4.860  0.001
H 1.852 2.768 -3.379  0.000
C -1.569 -3.797 2.941  0.039
C -2.675 -3.664 4.049  0.022
O -3.779 -4.576 3.640  -0.045
H -1.130 -2.802 2.864  0.023
H -1.953 -4.184 1.998  0.176
H -0.795 -4.498 3.252  -0.044
H -3.092 -2.681 3.830  -0.013
H -2.233 -3.880 5.021  0.029
H -4.610 -4.165 3.891  0.005
C 6.284 -1.536 -1.473  0.267
C 4.800 -1.209 -1.674  0.005
O 4.444 -1.979 -2.850  -0.072
H 6.547 -2.544 -1.153  -0.140
H 6.557 -0.786 -0.731  0.018
H 6.925 -1.391 -2.342  -0.014
H 4.662 -0.141 -1.839  0.045
H 4.226 -1.343 -0.757  -0.118
H 4.239 -2.875 -2.573  0.071

## Properties
charge = -3
maximum force = 3.93 eV Å⁻¹
HOMO energy (alpha / beta) = 3.496 / -0.323 eV
<S²> = 0.7505
Kohn-Sham gap (alpha / beta) = 1.96 / 5.74 eV
2S+1 = 2


ORCA calculation (wB97M-V/def2-TZVPD) on 10 unconnected molecules or ions with the total composition C32H86F6N4O17P in a non-equilibrium geometry.

Last column: Löwdin charge in e.
Atoms and positions in Å:
P 18.304 -1.778 20.005  0.146
F 17.214 -1.386 21.144  -0.193
F 17.691 -0.618 19.032  -0.181
F 19.411 -0.767 20.654  -0.186
F 19.321 -2.309 18.877  -0.166
F 18.787 -2.999 21.000  -0.211
F 17.246 -2.878 19.511  -0.189
C 15.556 -4.551 10.703  -0.163
O 14.775 -5.690 10.815  -0.178
C 13.378 -5.293 10.889  -0.190
C 12.750 -5.795 12.179  -0.212
N 13.094 -4.861 13.218  -0.085
C 12.536 -5.140 14.514  -0.224
C 12.967 -4.225 15.649  -0.248
O 12.142 -4.621 16.698  -0.196
C 12.526 -3.998 17.917  -0.092
H 15.381 -3.777 9.956  0.085
H 16.589 -4.895 10.661  0.086
H 15.563 -4.067 11.680  0.079
H 13.073 -5.980 10.100  0.115
H 13.114 -4.281 10.582  0.125
H 12.932 -6.787 12.593  0.129
H 11.671 -5.745 12.039  0.109
H 12.678 -3.960 13.033  0.114
H 12.857 -6.118 14.873  0.125
H 11.452 -5.190 14.414  0.119
H 12.926 -3.138 15.578  0.125
H 14.032 -4.389 15.813  0.118
H 11.971 -3.077 18.093  0.085
H 13.598 -3.857 18.052  0.094
H 12.121 -4.735 18.611  0.084
C 23.911 -5.039 20.243  -0.066
O 25.086 -4.187 20.490  -0.204
C 25.319 -3.784 21.820  -0.230
C 26.674 -3.015 22.067  -0.222
N 26.725 -1.703 21.462  -0.041
C 28.159 -1.163 21.434  -0.178
C 28.239 0.028 20.528  -0.268
O 27.854 -0.253 19.212  -0.166
C 27.999 0.867 18.319  -0.107
H 23.607 -4.814 19.221  0.087
H 23.006 -4.726 20.764  0.079
H 24.122 -6.077 20.498  0.080
H 25.329 -4.697 22.415  0.107
H 24.433 -3.242 22.150  0.109
H 27.436 -3.714 21.721  0.113
H 26.835 -2.926 23.141  0.105
H 26.126 -1.160 22.066  0.102
H 28.795 -1.932 20.995  0.114
H 28.537 -0.991 22.442  0.112
H 29.286 0.309 20.416  0.120
H 27.595 0.774 20.993  0.123
H 27.739 1.875 18.643  0.076
H 27.324 0.820 17.465  0.085
H 29.033 1.023 18.012  0.077
C 12.380 -12.669 22.038  -0.147
O 13.004 -11.445 22.019  -0.209
C 12.294 -10.343 21.394  -0.188
C 13.193 -9.050 21.170  -0.182
N 14.077 -9.429 20.030  -0.079
C 15.032 -8.397 19.445  -0.151
C 16.271 -8.084 20.355  -0.167
O 17.521 -8.694 19.950  -0.181
C 17.510 -10.075 19.970  -0.152
H 11.465 -12.732 22.628  0.082
H 13.135 -13.383 22.364  0.091
H 12.091 -12.846 21.001  0.083
H 11.441 -10.100 22.027  0.110
H 11.942 -10.610 20.398  0.108
H 13.608 -8.869 22.162  0.100
H 12.661 -8.133 20.918  0.109
H 14.625 -10.206 20.370  0.074
H 14.347 -7.562 19.292  0.100
H 15.364 -8.774 18.477  0.111
H 16.071 -8.403 21.378  0.111
H 16.316 -6.997 20.285  0.118
H 18.322 -10.183 19.250  0.098
H 16.679 -10.573 19.471  0.074
H 17.625 -10.605 20.915  0.087
C 17.823 -5.529 27.770  -0.140
O 19.123 -5.903 27.594  -0.255
C 19.864 -5.605 26.350  -0.131
C 19.379 -6.578 25.258  -0.183
N 19.343 -7.937 25.914  -0.060
C 18.314 -8.808 25.271  -0.161
C 18.210 -10.174 26.123  -0.170
O 19.087 -11.227 25.618  -0.231
C 18.955 -12.512 26.303  -0.110
H 17.800 -4.444 27.671  0.091
H 17.473 -6.006 28.685  0.099
H 17.238 -5.891 26.925  0.076
H 20.914 -5.849 26.512  0.116
H 19.860 -4.517 26.286  0.120
H 20.054 -6.608 24.403  0.117
H 18.361 -6.391 24.916  0.098
H 18.924 -7.658 26.790  0.065
H 18.455 -9.206 24.266  0.115
H 17.362 -8.326 25.494  0.099
H 17.204 -10.586 26.201  0.111
H 18.830 -10.037 27.009  0.110
H 19.041 -12.432 27.387  0.074
H 19.797 -13.167 26.079  0.076
H 18.073 -13.100 26.052  0.075
C 17.013 1.369 25.524  -0.191
C 17.166 2.436 26.695  -0.218
O 17.162 1.788 27.951  -0.073
O 18.272 0.677 25.189  -0.106
H 16.712 1.831 24.584  0.105
H 16.259 0.593 25.657  0.108
H 16.309 3.111 26.712  0.113
H 18.057 3.000 26.421  0.107
H 17.670 0.975 27.910  0.082
H 18.240 0.182 24.367  0.077
C 19.911 3.110 17.230  -0.229
C 18.994 2.708 16.063  -0.205
O 17.594 2.353 16.310  -0.089
O 19.801 4.504 17.511  -0.081
H 20.967 2.934 17.025  0.112
H 19.826 2.522 18.144  0.117
H 19.397 1.848 15.528  0.106
H 18.937 3.445 15.262  0.114
H 17.509 1.623 16.928  0.068
H 19.147 4.639 18.200  0.078
C 19.504 -5.630 15.474  -0.254
C 18.287 -5.546 14.526  -0.217
O 17.404 -6.699 14.628  -0.079
O 20.293 -4.457 15.480  -0.060
H 20.307 -6.335 15.259  0.116
H 19.093 -5.978 16.422  0.119
H 18.650 -5.422 13.506  0.106
H 17.705 -4.643 14.707  0.115
H 16.524 -6.317 14.601  0.063
H 19.980 -3.954 16.234  0.082
C 20.982 3.784 22.438  -0.279
C 22.168 4.652 22.020  -0.240
O 23.225 4.376 22.926  -0.064
O 20.583 3.925 23.760  -0.055
H 21.307 2.752 22.309  0.121
H 20.126 3.984 21.794  0.114
H 21.855 5.696 22.021  0.113
H 22.447 4.420 20.992  0.119
H 23.001 4.841 23.735  0.079
H 20.618 3.036 24.122  0.088
O 23.228 -0.493 19.954  -0.050
H 22.357 -0.097 19.923  0.019
H 23.405 -0.609 20.888  0.017

## Properties
charge = -1
maximum force = 4.13 eV Å⁻¹
HOMO energy = -7.145 eV
Kohn-Sham gap = 9.14 eV


> The highest charge belongs to which entry?

C32H84F6N7O13


> Which of these has the lowest charge?

C32H84F6O16


> Among the records above, which one has the lowest charge?

C32H84F6O16


> Among the records above, which one has the lowest maximum force?

C32H84F6O16